Entry 1:
{"formula": "C39H80ClN7O7P", "method": "wB97M-V/def2-TZVPD", "elements": ["C", "C", "C", "C", "N", "C", "N", "C", "C", "C", "C", "C", "C", "C", "C", "C", "C", "C", "C", "C", "C", "N", "C", "C", "C", "C", "O", "C", "C", "Cl", "C", "C", "P", "O", "O", "H", "H", "H", "H", "H", "H", "H", "H", "H", "H", "H", "H", "H", "H", "H", "H", "H", "H", "H", "H", "H", "H", "H", "H", "H", "H", "H", "H", "H", "H", "H", "H", "H", "H", "H", "H", "H", "H", "H", "H", "H", "H", "H", "H", "H", "H", "H", "H", "H", "H", "H", "H", "C", "O", "N", "C", "C", "H", "H", "H", "H", "H", "H", "H", "C", "O", "N", "C", "C", "H", "H", "H", "H", "H", "H", "H", "C", "O", "N", "C", "C", "H", "H", "H", "H", "H", "H", "H", "C", "O", "N", "C", "C", "H", "H", "H", "H", "H", "H", "H"], "coordinates": [[3.959, -2.881, -0.213], [3.831, -2.128, -1.562], [2.820, -2.844, -2.484], [1.942, -1.898, -3.299], [1.174, -0.952, -2.483], [-0.199, -1.232, -2.333], [-0.500, -2.463, -1.467], [-0.142, -2.161, -0.047], [-0.773, -0.883, 0.490], [0.068, -0.477, 1.700], [1.497, -0.039, 1.336], [2.021, 1.182, 2.114], [2.948, 2.039, 1.246], [4.449, 1.725, 1.442], [5.241, 2.293, 0.250], [5.801, 1.192, -0.665], [6.841, 1.735, -1.631], [7.403, 0.640, -2.580], [8.953, 0.640, -2.642], [9.532, -0.630, -1.978], [9.626, -0.472, -0.454], [8.752, -1.351, 0.323], [8.747, -1.317, 1.681], [7.878, -2.242, 2.148], [7.324, -2.882, 1.011], [7.871, -2.304, -0.087], [-0.764, 0.219, -0.418], [-1.052, -0.065, -1.759], [-0.684, 1.200, -2.622], [0.691, 2.065, -1.860], [-1.803, 2.244, -2.771], [-2.365, 2.809, -1.475], [-2.903, -0.456, -2.048], [-3.305, -1.633, -0.935], [-3.125, -1.065, -3.581], [4.991, -2.788, 0.118], [3.777, -3.942, -0.354], [3.325, -2.457, 0.562], [3.554, -1.096, -1.339], [4.823, -2.097, -2.001], [2.240, -3.547, -1.877], [3.390, -3.472, -3.167], [1.306, -2.480, -3.968], [2.606, -1.322, -3.943], [1.630, -0.760, -1.600], [-0.600, -1.445, -3.323], [0.108, -3.229, -1.769], [-1.458, -2.809, -1.572], [0.941, -2.192, 0.025], [-0.505, -2.984, 0.563], [-1.784, -1.097, 0.833], [-0.445, 0.259, 2.312], [0.160, -1.386, 2.300], [2.170, -0.883, 1.485], [1.585, 0.211, 0.280], [1.203, 1.808, 2.467], [2.578, 0.810, 2.974], [2.748, 1.913, 0.183], [2.829, 3.101, 1.450], [4.760, 2.246, 2.344], [4.622, 0.653, 1.542], [4.594, 2.910, -0.373], [6.069, 2.922, 0.578], [4.968, 0.813, -1.263], [6.261, 0.418, -0.046], [6.373, 2.495, -2.257], [7.676, 2.204, -1.114], [7.049, -0.342, -2.273], [7.058, 0.865, -3.587], [9.362, 1.488, -2.100], [9.272, 0.634, -3.680], [10.547, -0.733, -2.358], [8.996, -1.519, -2.290], [9.480, 0.562, -0.154], [10.647, -0.711, -0.159], [9.363, -0.656, 2.264], [7.634, -2.510, 3.159], [6.616, -3.691, 1.009], [7.669, -2.569, -1.106], [-0.345, 0.884, -3.603], [-1.355, 3.081, -3.306], [-2.578, 1.860, -3.438], [-3.093, 2.134, -1.033], [-2.928, 3.704, -1.734], [-1.607, 3.069, -0.747], [-3.971, -2.238, -1.299], [-2.567, -0.557, -4.188], [-6.631, -6.503, 0.237], [-6.629, -7.238, -0.733], [-6.516, -5.156, 0.157], [-6.517, -4.317, 1.338], [-6.392, -4.549, -1.154], [-6.727, -6.870, 1.270], [-7.351, -3.612, 1.297], [-5.581, -3.754, 1.400], [-6.620, -4.933, 2.229], [-7.269, -4.794, -1.755], [-5.506, -4.944, -1.657], [-6.312, -3.466, -1.059], [-3.748, 6.698, -2.479], [-2.889, 6.079, -1.873], [-5.049, 6.723, -2.151], [-6.020, 7.482, -2.915], [-5.499, 5.964, -0.989], [-3.514, 7.303, -3.371], [-6.497, 8.226, -2.274], [-6.786, 6.813, -3.310], [-5.534, 7.991, -3.744], [-4.982, 6.311, -0.098], [-5.268, 4.908, -1.132], [-6.569, 6.089, -0.854], [-6.160, 7.223, 2.966], [-6.217, 6.424, 2.049], [-5.864, 8.527, 2.826], [-5.812, 9.434, 3.958], [-5.588, 9.040, 1.495], [-6.352, 6.932, 4.012], [-6.539, 10.237, 3.824], [-4.814, 9.868, 4.040], [-6.041, 8.901, 4.877], [-6.452, 8.878, 0.849], [-4.735, 8.513, 1.064], [-5.368, 10.103, 1.548], [-6.636, -7.759, 4.411], [-6.912, -7.434, 3.268], [-5.409, -8.102, 4.831], [-5.140, -8.483, 6.205], [-4.317, -8.090, 3.871], [-7.397, -7.801, 5.207], [-4.408, -7.802, 6.643], [-4.745, -9.500, 6.237], [-6.055, -8.442, 6.792], [-4.201, -7.088, 3.455], [-4.536, -8.776, 3.053], [-3.395, -8.390, 4.362]], "total_energy_ev": -88308.72618, "total_charge": 1, "homo_lumo_gap_ev": 7.37, "lumo_ev": -2.6, "max_force_ev_per_a": 4.334}

Entry 2:
{"formula": "C39H81F6O22", "method": "wB97M-V/def2-TZVPD", "elements": ["O", "C", "O", "O", "H", "C", "O", "C", "C", "O", "C", "C", "O", "C", "H", "H", "H", "H", "H", "H", "H", "H", "H", "H", "H", "H", "H", "H", "C", "O", "C", "C", "O", "C", "C", "O", "C", "H", "H", "H", "H", "H", "H", "H", "H", "H", "H", "H", "H", "H", "H", "C", "O", "C", "C", "O", "C", "C", "O", "C", "H", "H", "H", "H", "H", "H", "H", "H", "H", "H", "H", "H", "H", "H", "C", "O", "C", "C", "O", "C", "C", "O", "C", "H", "H", "H", "H", "H", "H", "H", "H", "H", "H", "H", "H", "H", "H", "C", "O", "C", "C", "O", "C", "C", "O", "C", "H", "H", "H", "H", "H", "H", "H", "H", "H", "H", "H", "H", "H", "H", "C", "C", "O", "C", "O", "C", "F", "F", "F", "H", "H", "H", "H", "H", "C", "C", "O", "C", "O", "C", "F", "F", "F", "H", "H", "H", "H", "H"], "coordinates": [[2.005, -1.099, 0.195], [2.051, -0.315, -0.855], [2.720, 0.700, -0.906], [1.380, -0.626, -1.831], [1.532, -1.769, -0.303], [-10.107, -7.775, 0.385], [-9.170, -6.765, 0.105], [-9.689, -5.483, -0.079], [-8.578, -4.471, -0.283], [-7.829, -4.557, -1.451], [-7.121, -5.798, -1.701], [-6.086, -5.610, -2.795], [-5.231, -4.502, -2.443], [-4.127, -4.262, -3.250], [-11.045, -7.571, 0.901], [-9.671, -8.699, 0.766], [-10.595, -8.140, -0.518], [-10.275, -5.274, 0.817], [-10.370, -5.462, -0.929], [-7.902, -4.510, 0.571], [-8.933, -3.444, -0.191], [-7.766, -6.639, -1.955], [-6.668, -6.050, -0.743], [-6.587, -5.587, -3.763], [-5.469, -6.508, -2.824], [-4.537, -4.118, -4.250], [-3.329, -5.003, -3.227], [-3.560, -3.379, -2.956], [4.859, -3.861, 6.672], [3.441, -3.494, 6.807], [3.105, -2.214, 6.386], [1.612, -1.957, 6.220], [0.892, -1.682, 7.428], [-0.527, -1.437, 7.175], [-1.262, -0.925, 8.442], [-1.399, -2.075, 9.192], [-2.069, -1.880, 10.408], [4.980, -4.941, 6.586], [5.497, -3.490, 7.474], [5.372, -3.482, 5.788], [3.571, -2.060, 5.413], [3.372, -1.381, 7.037], [1.104, -2.704, 5.609], [1.573, -1.098, 5.551], [-1.060, -2.326, 6.838], [-0.549, -0.627, 6.446], [-2.243, -0.637, 8.063], [-0.760, -0.109, 8.962], [-3.109, -1.649, 10.175], [-1.673, -1.052, 10.996], [-2.044, -2.802, 10.989], [-5.336, -0.952, 2.033], [-4.243, -0.129, 1.788], [-3.853, 0.229, 0.496], [-4.908, 0.736, -0.505], [-5.380, 2.028, -0.124], [-6.741, 2.157, -0.375], [-7.166, 3.555, 0.151], [-8.434, 4.073, -0.362], [-8.778, 5.384, 0.025], [-5.438, -1.189, 3.092], [-5.269, -1.884, 1.471], [-6.264, -0.455, 1.751], [-3.274, -0.604, 0.096], [-3.074, 0.988, 0.564], [-5.646, 0.011, -0.846], [-4.369, 0.965, -1.425], [-7.314, 1.373, 0.120], [-6.928, 2.016, -1.439], [-6.445, 4.266, -0.252], [-7.028, 3.635, 1.230], [-8.159, 6.104, -0.510], [-8.606, 5.643, 1.070], [-9.817, 5.609, -0.216], [4.255, 6.490, -7.154], [2.940, 6.569, -6.558], [2.001, 7.352, -7.338], [0.580, 7.272, -6.845], [0.111, 5.921, -6.932], [-1.359, 5.720, -6.903], [-1.736, 4.259, -7.078], [-0.800, 3.433, -6.405], [-1.194, 2.070, -6.564], [4.647, 5.474, -7.113], [4.777, 7.109, -6.424], [4.417, 6.898, -8.151], [2.129, 7.144, -8.401], [2.349, 8.361, -7.121], [-0.055, 7.887, -7.482], [0.443, 7.707, -5.855], [-1.838, 6.252, -7.726], [-1.782, 6.081, -5.966], [-1.826, 4.065, -8.147], [-2.726, 4.113, -6.646], [-0.461, 1.401, -6.114], [-1.142, 1.746, -7.604], [-2.184, 1.756, -6.233], [7.133, 2.612, -3.903], [6.195, 3.424, -3.224], [6.849, 4.338, -2.386], [5.807, 4.930, -1.377], [4.624, 5.531, -2.067], [3.718, 5.930, -1.047], [2.454, 6.468, -1.689], [1.618, 5.444, -2.252], [0.757, 4.820, -1.289], [6.630, 1.939, -4.597], [7.809, 1.979, -3.328], [7.837, 3.160, -4.529], [7.368, 5.075, -3.000], [7.558, 3.806, -1.751], [6.300, 5.675, -0.752], [5.528, 4.127, -0.695], [4.107, 6.680, -0.358], [3.389, 5.035, -0.520], [2.786, 7.056, -2.544], [1.885, 7.159, -1.067], [0.027, 5.538, -0.914], [1.248, 4.233, -0.513], [0.171, 4.023, -1.747], [0.222, -5.904, 0.191], [0.664, -6.190, 1.611], [2.028, -5.910, 1.709], [2.997, -6.828, 1.526], [2.850, -8.063, 1.490], [4.450, -6.257, 1.361], [5.231, -6.877, 2.222], [4.871, -6.630, 0.108], [4.531, -4.980, 1.632], [0.544, -6.720, -0.456], [0.559, -4.982, -0.282], [-0.848, -5.995, 0.006], [0.386, -7.158, 2.026], [0.104, -5.438, 2.167], [8.331, -0.398, 1.690], [9.687, -1.050, 1.874], [10.119, -0.704, 3.198], [11.383, -0.832, 3.508], [12.291, -1.080, 2.683], [11.741, -0.474, 4.980], [12.754, -1.141, 5.526], [11.952, 0.835, 5.170], [10.648, -0.741, 5.699], [7.995, -0.427, 0.654], [8.292, 0.658, 1.958], [7.520, -0.860, 2.253], [10.422, -0.749, 1.127], [9.671, -2.126, 1.700]], "total_energy_ev": -103095.04915, "de_lowest_kj_mol": 443.3, "total_charge": -1, "homo_lumo_gap_ev": 5.44, "lumo_ev": 1.8, "max_force_ev_per_a": 4.884}

Entry 3:
{"formula": "C39H81F6O22", "method": "wB97M-V/def2-TZVPD", "elements": ["O", "C", "O", "O", "H", "C", "O", "C", "C", "O", "C", "C", "O", "C", "H", "H", "H", "H", "H", "H", "H", "H", "H", "H", "H", "H", "H", "H", "C", "O", "C", "C", "O", "C", "C", "O", "C", "H", "H", "H", "H", "H", "H", "H", "H", "H", "H", "H", "H", "H", "H", "C", "O", "C", "C", "O", "C", "C", "O", "C", "H", "H", "H", "H", "H", "H", "H", "H", "H", "H", "H", "H", "H", "H", "C", "O", "C", "C", "O", "C", "C", "O", "C", "H", "H", "H", "H", "H", "H", "H", "H", "H", "H", "H", "H", "H", "H", "C", "O", "C", "C", "O", "C", "C", "O", "C", "H", "H", "H", "H", "H", "H", "H", "H", "H", "H", "H", "H", "H", "H", "C", "C", "O", "C", "O", "C", "F", "F", "F", "H", "H", "H", "H", "H", "C", "C", "O", "C", "O", "C", "F", "F", "F", "H", "H", "H", "H", "H"], "coordinates": [[-17.275, -15.132, 0.706], [-17.061, -14.600, -0.550], [-15.985, -14.756, -1.159], [-18.047, -13.926, -0.997], [-18.226, -14.849, 0.618], [-23.537, -12.154, -3.099], [-22.695, -12.047, -1.985], [-21.579, -11.222, -2.270], [-20.346, -11.612, -1.490], [-20.247, -10.851, -0.270], [-19.321, -11.383, 0.645], [-18.863, -10.361, 1.662], [-19.882, -10.001, 2.579], [-19.510, -8.933, 3.412], [-24.447, -12.737, -2.930], [-22.978, -12.696, -3.872], [-23.958, -11.202, -3.448], [-21.830, -10.176, -2.072], [-21.287, -11.338, -3.320], [-19.431, -11.295, -2.000], [-20.318, -12.674, -1.236], [-18.427, -11.743, 0.117], [-19.730, -12.297, 1.091], [-18.478, -9.511, 1.094], [-18.114, -10.906, 2.242], [-20.382, -8.330, 3.672], [-18.874, -8.227, 2.863], [-19.019, -9.295, 4.321], [-16.643, -17.252, 7.248], [-15.504, -16.965, 6.487], [-15.660, -17.238, 5.114], [-14.437, -16.792, 4.344], [-14.293, -17.448, 3.117], [-15.056, -16.936, 2.044], [-14.648, -17.686, 0.789], [-14.941, -19.064, 1.033], [-14.510, -19.842, -0.054], [-16.406, -17.189, 8.305], [-17.141, -18.214, 7.066], [-17.436, -16.541, 6.976], [-16.570, -16.778, 4.703], [-15.777, -18.329, 5.033], [-13.529, -16.893, 4.938], [-14.509, -15.710, 4.175], [-14.956, -15.850, 1.956], [-16.120, -17.161, 2.187], [-13.577, -17.602, 0.585], [-15.210, -17.371, -0.096], [-14.621, -20.902, 0.187], [-13.435, -19.695, -0.201], [-15.041, -19.697, -1.000], [-19.287, -16.673, 2.870], [-20.558, -16.910, 3.416], [-21.029, -18.219, 3.214], [-22.084, -18.579, 4.203], [-23.368, -18.078, 3.852], [-24.404, -18.691, 4.561], [-24.339, -18.491, 6.065], [-23.493, -19.450, 6.708], [-23.661, -19.395, 8.108], [-19.287, -16.618, 1.781], [-18.564, -17.405, 3.254], [-18.873, -15.742, 3.263], [-20.222, -18.956, 3.328], [-21.377, -18.329, 2.179], [-21.736, -18.259, 5.192], [-22.221, -19.664, 4.287], [-24.423, -19.765, 4.327], [-25.408, -18.380, 4.268], [-25.332, -18.481, 6.527], [-23.845, -17.536, 6.287], [-23.367, -18.417, 8.503], [-23.049, -20.170, 8.565], [-24.711, -19.574, 8.363], [-17.166, -16.491, -7.472], [-16.560, -15.362, -6.908], [-16.305, -14.392, -7.894], [-15.392, -13.327, -7.354], [-15.869, -12.775, -6.157], [-15.034, -11.744, -5.694], [-15.717, -11.028, -4.552], [-15.872, -11.902, -3.458], [-16.202, -11.197, -2.270], [-17.623, -17.119, -6.707], [-16.374, -17.060, -7.986], [-17.954, -16.215, -8.185], [-17.215, -13.990, -8.358], [-15.780, -14.902, -8.717], [-15.146, -12.596, -8.139], [-14.425, -13.794, -7.102], [-14.807, -10.991, -6.462], [-14.060, -12.118, -5.356], [-16.711, -10.715, -4.894], [-15.136, -10.131, -4.303], [-15.335, -10.713, -1.810], [-16.602, -11.944, -1.584], [-16.959, -10.443, -2.512], [-19.843, -16.433, -2.291], [-18.493, -16.516, -2.698], [-17.922, -17.765, -2.382], [-16.481, -17.671, -2.866], [-16.456, -17.395, -4.246], [-15.163, -17.445, -4.793], [-14.132, -16.609, -4.074], [-14.596, -15.286, -4.141], [-13.802, -14.336, -3.494], [-20.462, -17.207, -2.767], [-20.204, -15.465, -2.630], [-19.879, -16.538, -1.202], [-18.418, -18.584, -2.918], [-17.941, -17.927, -1.299], [-16.021, -18.659, -2.703], [-15.988, -16.898, -2.271], [-15.189, -17.239, -5.862], [-14.793, -18.485, -4.741], [-13.136, -16.752, -4.508], [-14.217, -16.934, -3.029], [-12.819, -14.303, -3.989], [-13.636, -14.581, -2.444], [-14.209, -13.330, -3.574], [-16.478, -13.670, 3.822], [-16.220, -12.786, 2.625], [-15.657, -11.541, 3.060], [-15.373, -10.675, 2.115], [-15.686, -10.749, 0.962], [-14.586, -9.496, 2.712], [-14.321, -8.559, 1.817], [-15.316, -8.917, 3.676], [-13.457, -9.956, 3.261], [-15.691, -13.689, 4.580], [-16.779, -14.679, 3.558], [-17.273, -13.229, 4.437], [-17.146, -12.576, 2.092], [-15.551, -13.270, 1.911], [-13.586, -12.420, 0.981], [-13.519, -13.257, -0.290], [-12.138, -13.570, -0.537], [-11.631, -14.666, -0.019], [-12.231, -15.559, 0.496], [-10.140, -14.844, -0.370], [-10.071, -15.698, -1.411], [-9.520, -13.714, -0.728], [-9.501, -15.364, 0.689], [-13.070, -11.470, 0.856], [-13.232, -12.986, 1.843], [-14.642, -12.204, 1.165], [-13.854, -12.619, -1.107], [-14.160, -14.138, -0.299]], "total_energy_ev": -103099.64354, "de_lowest_kj_mol": 0.0, "total_charge": -1, "homo_lumo_gap_ev": 7.64, "lumo_ev": 2.1, "max_force_ev_per_a": 3.639}